Record 1
A cluster of 3 separate species, C8H18O2 in total, computed with ωB97M-V with the def2-TZVPD basis set.

```
28
Properties=species:S:1:pos:R:3:mulliken_charge:R:1
C 0.9026 -1.5891 1.9824 -0.884
C 1.1411 -1.3809 0.7036 -0.236
C 2.0416 -0.2809 0.4371 -0.722
C 1.5203 0.7790 -0.2742 0.649
C 2.1579 2.0417 -0.8397 -1.574
C 0.0417 0.7400 -0.7196 -0.192
C -0.6713 1.7208 0.3347 -0.265
C -0.7931 1.1973 1.7432 -1.148
H 1.2903 -0.9265 2.8036 0.327
H 0.1021 -2.3285 2.1526 0.327
H 0.6548 -1.8932 -0.1246 0.478
H 3.0963 -0.2318 0.6431 0.476
H 2.9454 1.5234 -1.3648 0.425
H 2.4665 2.7646 -0.1352 0.308
H 1.5384 2.5438 -1.5260 0.388
H 0.0424 1.3921 -1.6338 0.275
H -0.3573 -0.3176 -0.9018 -0.104
H -1.7458 1.5196 -0.0630 0.243
H -0.3265 2.7252 0.0538 0.393
H -0.7949 0.1098 1.9332 0.158
H 0.0604 1.7167 2.1718 0.367
H -1.8475 1.4640 1.9893 0.356
O -2.8021 -1.9158 0.1721 -0.668
H -2.2803 -1.1368 0.0857 0.304
H -2.8380 -2.2723 -0.7048 0.325
O -1.7846 -1.0946 -2.5614 -0.649
H -1.2241 -1.5642 -3.2839 0.321
H -2.1335 -0.3717 -3.1862 0.320
```

**Net charge**: 0
**Structure (SMILES)**: C=C/C=C(/C)CCC.O.O
**Gap between HOMO and LUMO**: 8.470 eV
**Strongest force on any atom**: 6.434 eV Å⁻¹
**2S+1**: 1
**Energy above the lowest of the compared OMol25 structures with the same formula, charge and spin**: 427.3 kJ/mol


Record 2
A cluster of 3 separate species, C8H18O2 in total, computed with ωB97M-V with the def2-TZVPD basis set.

```
28
Properties=species:S:1:pos:R:3:mulliken_charge:R:1
C 1.5247 -0.1091 0.4380 1.641
C -3.0344 -0.0974 0.1420 -0.075
C -0.4598 0.3933 -0.3271 0.797
C -1.0177 -0.7272 0.2935 -1.106
C 1.5390 0.4855 1.8264 -1.671
C 1.8543 -1.5843 0.4441 -1.741
C 2.4287 0.6515 -0.5040 -1.799
C -0.4734 0.5054 -1.8243 -1.538
O -3.2262 0.9964 0.9533 -0.481
O -3.5600 0.1439 -1.1354 -0.536
H -3.2775 -0.5645 -1.7235 0.346
H -3.3383 1.7887 0.4141 0.325
H -3.5128 -0.9726 0.6077 0.323
H -0.6244 1.3370 0.1898 0.297
H -0.9661 -0.7994 1.3724 0.340
H -0.9991 -1.6665 -0.2507 0.258
H 2.5406 0.4324 2.2800 0.455
H 0.8613 -0.0374 2.5041 0.323
H 1.2628 1.5420 1.8089 0.374
H 1.7334 -2.0256 -0.5473 0.342
H 2.8953 -1.7601 0.7571 0.461
H 1.2417 -2.1407 1.1559 0.364
H 3.4764 0.6228 -0.1658 0.454
H 2.4218 0.2216 -1.5076 0.362
H 2.1466 1.7041 -0.5723 0.346
H -1.4173 0.9433 -2.1556 0.435
H -0.3276 -0.4641 -2.3016 0.287
H 0.3080 1.1811 -2.1721 0.416
```

**Net charge**: 0
**Gap between HOMO and LUMO**: 7.474 eV
**Strongest force on any atom**: 5.404 eV Å⁻¹
**2S+1**: 1
**Energy above the lowest of the compared OMol25 structures with the same formula, charge and spin**: 436.3 kJ/mol


Record 3
A structure of composition C8H19BF3GaNO4, computed with ωB97M-V with the def2-TZVPD basis set.

```
37
Properties=species:S:1:pos:R:3:mulliken_charge:R:1
C 7.4093 -0.6544 0.0698 -1.083
C 6.3040 -0.1975 -0.8960 -0.230
C 5.3648 0.8314 -0.2743 -0.672
O 4.1560 0.8623 -0.9751 -0.304
C 3.0344 1.2959 -0.1789 -0.658
Ga 1.3484 1.6596 -1.2985 0.350
B -0.3104 0.4455 -0.6890 0.278
N -0.8704 0.3046 0.6937 -0.662
O -1.0355 -0.2495 -1.6670 -0.647
H 7.2849 -1.6967 0.3662 0.259
H 8.4054 -0.5619 -0.3661 0.301
H 7.4075 -0.0521 0.9814 0.345
H 5.6867 -1.0355 -1.2209 0.309
H 6.7595 0.2292 -1.7917 0.227
H 5.1917 0.5830 0.7842 0.388
H 5.8426 1.8263 -0.2940 0.249
H 2.8482 0.5265 0.5862 0.317
H 3.3183 2.2136 0.3573 0.265
H 0.9424 3.2135 -1.0890 -0.363
H 1.6527 1.3748 -2.8678 -0.339
H -1.8830 0.4446 0.6869 0.255
H -0.7751 -0.6816 0.9418 0.215
H -0.4326 -0.4348 -2.3927 0.231
C -4.7584 -1.5239 -1.0222 -1.097
C -5.2094 -0.1756 -0.5186 -0.166
O -6.1098 -0.3125 0.6173 -0.322
C -5.5446 -0.5015 1.7946 0.336
O -4.3816 -0.5741 2.0561 -0.491
C -6.6405 -0.5866 2.8855 0.900
F -7.6655 -1.3596 2.5046 -0.253
F -7.1242 0.6382 3.1435 -0.262
F -6.1440 -1.0830 4.0128 -0.239
H -5.6114 -2.1604 -1.2607 0.352
H -4.1500 -1.3830 -1.9153 0.351
H -4.1421 -2.0276 -0.2787 0.293
H -5.8049 0.3571 -1.2558 0.295
H -4.3633 0.4458 -0.2297 0.274
```

**Net charge**: -1
**Gap between HOMO and LUMO**: 6.530 eV
**Strongest force on any atom**: 0.612 eV Å⁻¹
**2S+1**: 1


Record 4
A structure of composition C8H19DyN3O7P, computed with ωB97M-V with the def2-TZVPD basis set.

```
39
Properties=species:S:1:pos:R:3:mulliken_charge:R:1
Dy 0.2716 0.7164 0.4519 0.846
O 0.6836 1.4944 2.6533 -0.435
C -0.5342 1.7645 3.3786 -0.577
C -1.3866 0.4853 3.4941 -0.720
N -1.6798 -0.0491 2.1641 0.192
C -2.7559 0.6138 1.4176 -0.750
C -1.9902 1.2245 0.2319 0.750
O -1.1808 2.1620 0.4696 -0.603
O -1.9314 0.6074 -0.8609 -0.709
C -1.4472 -1.4799 1.9305 -0.957
C -0.2026 -1.3976 1.0348 0.860
O 0.8772 -0.9901 1.5558 -0.593
O -0.3299 -1.3216 -0.2147 -0.438
H 1.2856 1.0508 3.2784 0.371
H -1.0477 2.5399 2.7956 0.305
H -0.3040 2.1611 4.3744 0.485
H -2.3122 0.7116 4.0357 0.405
H -0.8305 -0.2671 4.0634 0.346
H -3.2245 1.3893 2.0287 0.358
H -3.5095 -0.0929 1.0563 0.450
H -2.2819 -1.9543 1.4088 0.420
H -1.2292 -2.0094 2.8585 0.436
N 3.8091 -1.4731 -2.0293 -0.245
C 2.3642 -1.6516 -1.7967 -0.727
P 1.6989 0.0141 -2.4027 0.980
O 2.7487 0.4433 -3.3513 -0.764
O 1.4209 0.9635 -1.2424 -0.601
C 0.0798 -0.2900 -3.2928 -0.701
N -0.7111 0.9545 -3.2239 -0.059
H 3.8158 -0.6866 -2.7715 0.375
H 4.3054 -2.3013 -2.3714 0.365
H 4.2896 -1.1118 -1.1992 0.337
H 2.1277 -1.8881 -0.7588 0.326
H 1.9786 -2.4474 -2.4346 0.386
H -0.4888 -1.1151 -2.8607 0.411
H 0.3477 -0.5117 -4.3261 0.455
H -1.4342 0.9847 -3.9525 0.433
H -0.0902 1.7701 -3.3277 0.394
H -1.2021 0.9875 -2.2647 0.194
```

**Net charge**: +2
**Gap between HOMO and LUMO (alpha / beta)**: 10.163 / 10.224 eV
**Strongest force on any atom**: 4.259 eV Å⁻¹
**2S+1**: 6
**Energy above the lowest of the compared OMol25 structures with the same formula, charge and spin**: 115.7 kJ/mol
**⟨S²⟩**: 9.337


Record 5
A cluster of 2 separate species, C8H19F2INO3PSi in total, computed with ωB97M-V with the def2-TZVPD basis set.

```
36
Properties=species:S:1:pos:R:3:mulliken_charge:R:1
N -5.6462 1.9804 -0.5510 -0.597
P -4.3159 1.1025 0.2337 0.188
O -4.5413 1.0452 1.9500 -0.515
Si -2.4816 2.2820 -0.2131 0.302
I -3.0658 4.6750 -0.7094 -0.140
C -1.3081 2.1122 1.2929 -0.616
C -0.1195 3.2102 1.3266 -0.391
F -0.6181 4.5162 1.6845 -0.271
C -1.7668 1.5912 -1.8607 -0.567
C -0.9530 0.2366 -1.7084 0.493
O -0.9639 -0.5313 -0.7412 -0.423
F -0.1566 -0.1519 -2.8454 -0.271
H -6.4939 1.4355 -0.3114 0.296
H -5.5105 1.8022 -1.5692 0.274
H -3.7267 0.6721 2.3713 0.335
H -1.9484 2.3349 2.2299 0.279
H -0.8738 1.0641 1.4323 0.451
H 0.4928 3.2293 0.3661 0.258
H 0.5906 2.8727 2.1643 0.280
H -2.6819 1.3440 -2.5267 0.294
H -1.1892 2.4164 -2.4209 0.360
C 2.6661 -1.1501 -1.0116 -0.805
C 3.7131 -1.4340 0.0526 -0.453
O 3.2002 -2.1263 1.1830 -0.437
C 2.6304 -3.4047 0.9339 -0.235
C 3.6062 -4.3951 0.3219 -1.034
H 1.8401 -0.5698 -0.5896 0.085
H 3.1064 -0.5863 -1.8384 0.468
H 2.2429 -2.0680 -1.4227 0.259
H 4.1056 -0.4836 0.4225 0.345
H 4.5654 -1.9762 -0.3689 0.293
H 1.7319 -3.3033 0.3161 0.215
H 2.2964 -3.7896 1.9018 0.350
H 3.9683 -4.0637 -0.6532 0.260
H 3.1264 -5.3678 0.1890 0.391
H 4.4786 -4.5210 0.9692 0.279
```

**Net charge**: 0
**Structure (SMILES)**: NP(O)[Si@@](I)(CCF)CC(=O)F.CCOCC
**Gap between HOMO and LUMO**: 8.127 eV
**Strongest force on any atom**: 4.758 eV Å⁻¹
**2S+1**: 1


Record 6
A cluster of 2 separate species, C8H19FNPS in total, computed with ωB97M-V with the def2-TZVPD basis set.

```
31
Properties=species:S:1:pos:R:3:mulliken_charge:R:1
C -2.7183 -1.4242 0.3832 -1.818
C -2.5553 0.0621 -0.0624 1.374
C -3.1064 1.0493 0.9254 -1.769
C -3.2872 0.2710 -1.4625 -1.506
P -0.6597 0.3527 -0.3117 0.163
F -0.7400 1.9337 -0.7767 -0.324
S -0.1117 0.7988 1.7240 -0.171
H -3.6765 -1.4686 0.7717 0.517
H -2.5369 -2.0145 -0.4630 0.446
H -2.0263 -1.6195 1.1744 0.430
H -2.9785 2.1001 0.5761 0.375
H -2.7831 1.1216 1.9926 0.380
H -4.1447 1.0199 0.9769 0.542
H -3.0078 1.2648 -1.7599 0.410
H -2.8503 -0.5618 -2.1305 0.339
H -4.3466 0.1666 -1.3394 0.449
H 0.8453 1.5359 1.3459 0.039
C 2.1750 -2.1897 0.4744 -0.970
C 3.0301 -1.0220 0.0714 0.144
N 2.4877 -0.0123 -0.5415 -0.167
C 3.3462 1.0777 -1.0308 -0.571
C 3.0054 2.3016 -0.1828 -0.847
H 1.1482 -1.9606 0.2606 0.041
H 2.6362 -3.0256 0.0040 0.408
H 2.1961 -2.2290 1.5597 0.324
H 4.0766 -1.2690 0.5030 0.269
H 3.0525 1.1965 -2.0573 0.336
H 4.4469 0.8310 -1.0415 0.397
H 3.1676 1.8972 0.8415 0.192
H 3.7478 2.9614 -0.4783 0.409
H 2.0217 2.5213 -0.3947 0.159
```

**Net charge**: 0
**Structure (SMILES)**: CC(C)(C)P(F)S.C/C=N/CC
**Gap between HOMO and LUMO**: 9.308 eV
**Strongest force on any atom**: 3.975 eV Å⁻¹
**2S+1**: 1
**Energy above the lowest of the compared OMol25 structures with the same formula, charge and spin**: 63.6 kJ/mol


Record 7
A structure of composition C8H19INO3Si2, computed with ωB97M-V with the def2-TZVPD basis set.

```
34
Properties=species:S:1:pos:R:3:mulliken_charge:R:1
C 2.5241 -2.9394 0.6751 -0.812
C 2.5322 -1.8943 -0.5616 -0.507
N 1.3910 -0.8997 -0.4907 -0.163
Si 1.5492 0.1923 0.9120 0.405
C 2.6017 1.7672 0.5020 -0.514
C 2.3261 2.3089 -0.9862 -0.719
O 0.0555 0.6909 1.6257 -0.405
Si -1.1532 1.1222 0.4553 0.135
C -2.7049 0.0305 0.8735 -0.486
C -3.7420 -0.0760 -0.3542 -0.565
C -3.5372 -1.4028 -1.2572 -0.788
I -4.6301 -3.1240 -0.4194 -0.044
C -1.6569 2.9781 0.4811 0.527
O -2.7419 3.2942 1.1131 -0.674
O -0.9257 3.9698 -0.1817 -0.723
H 3.2761 -2.5401 1.4519 0.211
H 2.8896 -3.9871 0.3585 0.320
H 1.4918 -3.0830 1.1411 0.241
H 2.3707 -2.5384 -1.5093 0.298
H 3.5486 -1.3851 -0.6818 0.289
H 0.4910 -1.3960 -0.5227 0.165
H 2.3060 -0.4966 1.9873 -0.300
H 3.7026 1.4125 0.5923 0.270
H 2.4322 2.5464 1.3263 0.327
H 1.2361 2.2751 -1.3161 0.153
H 2.9639 1.7118 -1.7406 0.249
H 2.6259 3.4244 -0.9950 0.279
H -0.6269 0.8049 -0.8882 -0.061
H -2.3495 -1.0348 1.1340 0.271
H -3.2275 0.4870 1.7839 0.318
H -3.7660 0.8910 -0.9667 0.341
H -4.7956 -0.1871 0.1101 0.322
H -2.4467 -1.7203 -1.3625 0.259
H -4.0103 -1.2025 -2.2895 0.381
```

**Net charge**: -1
**Gap between HOMO and LUMO**: 6.477 eV
**Strongest force on any atom**: 5.941 eV Å⁻¹
**2S+1**: 1


Q: Which of these has the highest 2S+1?
A: C8H19DyN3O7P


Copy entry 6 word for word.
A cluster of 2 separate species, C8H19FNPS in total, computed with ωB97M-V with the def2-TZVPD basis set.

```
31
Properties=species:S:1:pos:R:3:mulliken_charge:R:1
C -2.7183 -1.4242 0.3832 -1.818
C -2.5553 0.0621 -0.0624 1.374
C -3.1064 1.0493 0.9254 -1.769
C -3.2872 0.2710 -1.4625 -1.506
P -0.6597 0.3527 -0.3117 0.163
F -0.7400 1.9337 -0.7767 -0.324
S -0.1117 0.7988 1.7240 -0.171
H -3.6765 -1.4686 0.7717 0.517
H -2.5369 -2.0145 -0.4630 0.446
H -2.0263 -1.6195 1.1744 0.430
H -2.9785 2.1001 0.5761 0.375
H -2.7831 1.1216 1.9926 0.380
H -4.1447 1.0199 0.9769 0.542
H -3.0078 1.2648 -1.7599 0.410
H -2.8503 -0.5618 -2.1305 0.339
H -4.3466 0.1666 -1.3394 0.449
H 0.8453 1.5359 1.3459 0.039
C 2.1750 -2.1897 0.4744 -0.970
C 3.0301 -1.0220 0.0714 0.144
N 2.4877 -0.0123 -0.5415 -0.167
C 3.3462 1.0777 -1.0308 -0.571
C 3.0054 2.3016 -0.1828 -0.847
H 1.1482 -1.9606 0.2606 0.041
H 2.6362 -3.0256 0.0040 0.408
H 2.1961 -2.2290 1.5597 0.324
H 4.0766 -1.2690 0.5030 0.269
H 3.0525 1.1965 -2.0573 0.336
H 4.4469 0.8310 -1.0415 0.397
H 3.1676 1.8972 0.8415 0.192
H 3.7478 2.9614 -0.4783 0.409
H 2.0217 2.5213 -0.3947 0.159
```

**Net charge**: 0
**Structure (SMILES)**: CC(C)(C)P(F)S.C/C=N/CC
**Gap between HOMO and LUMO**: 9.308 eV
**Strongest force on any atom**: 3.975 eV Å⁻¹
**2S+1**: 1
**Energy above the lowest of the compared OMol25 structures with the same formula, charge and spin**: 63.6 kJ/mol


Copy entry 7 word for word.
A structure of composition C8H19INO3Si2, computed with ωB97M-V with the def2-TZVPD basis set.

```
34
Properties=species:S:1:pos:R:3:mulliken_charge:R:1
C 2.5241 -2.9394 0.6751 -0.812
C 2.5322 -1.8943 -0.5616 -0.507
N 1.3910 -0.8997 -0.4907 -0.163
Si 1.5492 0.1923 0.9120 0.405
C 2.6017 1.7672 0.5020 -0.514
C 2.3261 2.3089 -0.9862 -0.719
O 0.0555 0.6909 1.6257 -0.405
Si -1.1532 1.1222 0.4553 0.135
C -2.7049 0.0305 0.8735 -0.486
C -3.7420 -0.0760 -0.3542 -0.565
C -3.5372 -1.4028 -1.2572 -0.788
I -4.6301 -3.1240 -0.4194 -0.044
C -1.6569 2.9781 0.4811 0.527
O -2.7419 3.2942 1.1131 -0.674
O -0.9257 3.9698 -0.1817 -0.723
H 3.2761 -2.5401 1.4519 0.211
H 2.8896 -3.9871 0.3585 0.320
H 1.4918 -3.0830 1.1411 0.241
H 2.3707 -2.5384 -1.5093 0.298
H 3.5486 -1.3851 -0.6818 0.289
H 0.4910 -1.3960 -0.5227 0.165
H 2.3060 -0.4966 1.9873 -0.300
H 3.7026 1.4125 0.5923 0.270
H 2.4322 2.5464 1.3263 0.327
H 1.2361 2.2751 -1.3161 0.153
H 2.9639 1.7118 -1.7406 0.249
H 2.6259 3.4244 -0.9950 0.279
H -0.6269 0.8049 -0.8882 -0.061
H -2.3495 -1.0348 1.1340 0.271
H -3.2275 0.4870 1.7839 0.318
H -3.7660 0.8910 -0.9667 0.341
H -4.7956 -0.1871 0.1101 0.322
H -2.4467 -1.7203 -1.3625 0.259
H -4.0103 -1.2025 -2.2895 0.381
```

**Net charge**: -1
**Gap between HOMO and LUMO**: 6.477 eV
**Strongest force on any atom**: 5.941 eV Å⁻¹
**2S+1**: 1